1.
This record from OMol25 describes an isolated molecule of C2H3N3. The level of theory is ωB97M-V with the def2-TZVPD basis set.

2S+1   1
SMILES   c1cn[nH]n1
HOMO energy   -10.03 eV
Molecular weight   69.1 g mol⁻¹
LUMO   1.229 eV
Orbital gap   11.26 eV
ΔE to the lowest compared entry with this formula, charge and spin   33.4 kcal/mol
E_tot   -242.21946 Eh

The geometry in XYZ format:
```
8
C2H3N3 | OMol25 | ωB97M-V with the def2-TZVPD basis set
H 1.550 -0.356 -1.209
C 0.831 -0.492 -0.422
H -1.140 -1.754 -0.545
H -0.351 1.839 1.086
N -1.153 0.073 0.421
N 0.998 0.636 0.259
C -0.542 -0.882 -0.275
N -0.192 0.935 0.686
```

2.
This record from OMol25 describes an isolated molecule of C2H3N3O. The level of theory is ωB97M-V with the def2-TZVPD basis set.

2S+1   1
HOMO energy   -8.42 eV
Molecular weight   85.1 g mol⁻¹
LUMO   0.634 eV
Orbital gap   9.05 eV
ΔE to the lowest compared entry with this formula, charge and spin   62.8 kcal/mol
E_tot   -317.43225 Eh

The geometry in XYZ format:
```
9
C2H3N3O | OMol25 | ωB97M-V with the def2-TZVPD basis set
H 1.608 0.271 1.461
C 0.001 0.437 0.238
N -1.238 -2.111 -1.622
N 1.136 -0.143 0.671
O -0.194 1.661 0.742
H -0.716 1.981 -0.022
H 1.308 -1.103 0.433
C -0.906 0.105 -0.728
N -0.999 -1.098 -1.172
```